1.
5
Properties=species:S:1:pos:R:3:lowdin_charge:R:1 method="wB97M-V/def2-TZVPD" energy_ha=-751.6702 relative_energy_kj_mol=413.6 spin_multiplicity=1 gap_ev=8.00 charge=0
N -0.2088 -0.6698 -0.2229 -0.56
S 0.2389 0.7880 -0.2362 0.21
I -1.5196 2.4258 -1.1835 0.15
H -1.0405 -0.5657 1.1615 0.21
H 1.2152 0.7705 -1.3550 -0.01

=====

2.
46
Properties=species:S:1:pos:R:3:lowdin_charge:R:1 method="wB97M-V/def2-TZVPD" energy_ha=-1357.4588 relative_energy_kj_mol=256.2 spin_multiplicity=1 gap_ev=9.43 charge=0
C 3.5124 -4.5304 2.3659 -0.06
C 3.7823 -3.1276 1.8313 -0.24
O 2.7856 -2.1977 2.2160 -0.04
C 1.5803 -2.1924 1.6019 -0.26
C 1.2278 -2.9734 0.5008 -0.01
C -0.0350 -2.8493 -0.0534 -0.05
C -0.9415 -1.9652 0.4901 -0.30
S -2.5297 -1.7602 -0.2897 0.67
O -2.9035 -2.9440 -1.0091 -0.30
O -3.4536 -1.1859 0.6347 -0.28
N -2.1937 -0.6264 -1.5000 -0.12
N -1.4168 0.3996 -1.0881 0.03
C -0.7486 1.1284 -1.8797 -0.30
C -0.6907 0.9323 -3.3739 -0.02
C 0.0521 2.2659 -1.3018 -0.28
C -0.5616 3.6164 -1.7069 -0.16
C -1.8768 3.8621 -0.9768 -0.20
C -1.6470 3.8642 0.5298 -0.20
C -1.0832 2.5172 0.9671 -0.21
C 0.2100 2.1995 0.2207 -0.16
C -0.6125 -1.1846 1.5829 -0.06
C 0.6437 -1.2980 2.1368 0.01
H 2.5840 -4.9298 1.9655 0.07
H 4.3297 -5.1905 2.0893 0.08
H 3.4332 -4.5015 3.4496 0.08
H 4.7008 -2.7326 2.2739 0.12
H 3.9023 -3.1377 0.7414 0.12
H 1.9224 -3.6731 0.0646 0.11
H -0.3318 -3.4492 -0.8997 0.12
H -2.0803 -1.0124 -2.4327 0.11
H 0.0288 1.6066 -3.8284 0.08
H -0.3994 -0.0936 -3.6080 0.08
H -1.6708 1.1107 -3.8170 0.09
H 1.0524 2.2014 -1.7520 0.14
H -0.7207 3.6479 -2.7866 0.11
H 0.1450 4.4097 -1.4509 0.12
H -2.5867 3.0726 -1.2291 0.11
H -2.2998 4.8173 -1.2964 0.11
H -2.5864 4.0595 1.0500 0.11
H -0.9468 4.6632 0.7894 0.11
H -0.8829 2.5281 2.0408 0.11
H -1.8130 1.7365 0.7590 0.09
H 0.9762 2.9236 0.5115 0.12
H 0.5570 1.2038 0.5010 0.10
H -1.3505 -0.5072 1.9785 0.11
H 0.9373 -0.7040 2.9874 0.12

=====

3.
11
Properties=species:S:1:pos:R:3:lowdin_charge:R:1 method="wB97M-V/def2-TZVPD" energy_ha=-591.2704 relative_energy_kj_mol=164.3 spin_multiplicity=1 gap_ev=8.88 charge=0 smiles="C[C@@H](O)C=S"
C 1.2356 -0.3596 -0.3674 -0.03
C 0.0231 0.3079 0.3350 -0.51
O -0.1425 1.6065 -0.1874 -0.06
C -1.2860 -0.4832 0.2097 -0.69
S -2.5994 0.1516 -0.2424 0.82
H 1.7919 0.3207 -0.9520 0.06
H 0.7724 -1.0203 -1.0782 0.06
H 1.9005 -1.0552 0.1797 0.09
H 0.1661 0.3218 1.4063 0.13
H -0.8365 1.8325 0.3901 0.02
H -1.0252 -1.6227 0.3065 0.11

=====

4.
25
Properties=species:S:1:pos:R:3:lowdin_charge:R:1 method="wB97M-V/def2-TZVPD" energy_ha=-447.2890 relative_energy_kj_mol=127.4 spin_multiplicity=1 gap_ev=11.53 charge=+1 smiles=CC(C)(C)[C@](N)([NH3+])CF
C -1.9604 -0.5980 -0.1391 -0.01
C -0.5069 -0.2308 -0.5301 -0.50
C -0.6467 0.8545 -1.5846 -0.07
C 0.2513 -1.3708 -1.3601 -0.02
C 0.2315 0.2751 0.7499 -0.45
N -0.2577 1.2372 1.4870 0.12
N 1.7386 0.7583 0.1605 0.23
C 0.8090 -0.8383 1.6605 -0.04
F 1.4975 -0.0754 2.7047 -0.08
H -1.9605 -1.6820 -0.1038 0.09
H -2.6358 -0.1218 -0.8238 0.08
H -2.2413 -0.0109 0.7490 0.09
H 0.3061 1.2165 -1.8381 0.05
H -1.0904 1.8279 -1.1473 0.13
H -1.1993 0.5546 -2.4367 0.09
H 0.9365 -0.9141 -2.0295 0.06
H 0.5311 -2.2748 -0.7560 0.10
H -0.5782 -1.7029 -2.1018 0.13
H -0.0805 1.3865 2.4894 0.14
H -0.9689 1.9954 1.2845 0.17
H 2.4079 0.4001 0.8098 0.11
H 1.9486 0.4219 -0.7286 0.09
H 1.7792 1.8488 0.1753 0.21
H 0.1444 -1.4673 2.2468 0.14
H 1.5449 -1.4896 1.0620 0.15

=====

5.
18
Properties=species:S:1:pos:R:3:lowdin_charge:R:1 method="wB97M-V/def2-TZVPD" energy_ha=-347.7514 relative_energy_kj_mol=556.1 spin_multiplicity=1 gap_ev=9.91 charge=0 smiles=C[C@]12C[C@@H]3[C@H](C1)[C@@H]3O2
C -2.0904 -0.2538 0.0199 -0.02
C -0.6243 -0.0156 -0.0590 -0.69
C 0.0729 0.2840 1.2283 -0.04
C 1.4827 -0.3029 0.6716 -0.16
C 1.4009 0.3315 -0.7106 -0.11
C -0.0558 0.9357 -0.8469 -0.14
C 1.1476 -1.1870 -0.3863 -0.22
O -0.2230 -1.3312 -0.5719 -0.01
H -2.5902 0.7585 0.0634 0.10
H -2.6713 -0.9534 -0.8448 0.14
H -1.9573 -1.1254 0.8453 0.13
H -0.2710 -0.2561 2.1303 0.12
H 0.4497 1.3540 1.4478 0.16
H 2.0662 -0.3386 1.5049 0.11
H 2.1013 1.1062 -1.2457 0.16
H -0.4390 0.8216 -1.8344 0.12
H 0.3233 2.1093 -0.8441 0.20
H 1.8777 -1.9369 -0.5679 0.15